Entry from OMol25: a structure of composition C13H10NPdS7 (ωB97M-V/def2-TZVPD).

Total charge = -1
Orbital gap (alpha / beta) = 5.86 / 5.96 eV
2S+1 = 5

Element x y z (Å)
Pd  0.300  0.016  0.273
S  3.168  6.325  2.504
C  2.513  4.916  1.920
S  3.412  3.740  1.040
C  2.127  2.584  0.793
C  0.915  2.942  1.290
S  -0.540  2.015  1.129
S  0.856  4.488  2.101
S  2.434  1.099  -0.045
C  0.549  -1.803  1.213
C  1.225  -3.024  1.125
C  0.755  -4.230  1.712
C  1.431  -5.419  1.543
C  2.608  -5.476  0.796
C  3.110  -4.304  0.230
C  2.444  -3.106  0.389
H  -0.161  -4.201  2.288
H  1.038  -6.322  1.996
H  3.132  -6.415  0.669
H  4.038  -4.328  -0.332
H  2.851  -2.194  -0.028
S  -1.633  -1.198  -1.353
C  -0.324  -1.717  -2.226
N  0.790  -0.998  -2.477
C  1.762  -1.571  -3.389
C  1.594  -3.079  -3.241
S  -0.174  -3.329  -2.897
H  0.729  0.000  -2.351
H  2.766  -1.257  -3.102
H  1.561  -1.239  -4.414
H  2.159  -3.446  -2.385
H  1.891  -3.620  -4.137

And the Mulliken charges, in e, turn out to be: -0.124, -0.322, 0.086, -0.108, 0.198, 0.205, -0.281, -0.127, -0.388, -1.366, 1.204, -0.578, -0.295, -0.526, -0.327, -0.392, 0.419, 0.351, 0.361, 0.412, 0.460, -0.257, 0.180, -0.048, -0.735, -0.235, -0.130, 0.288, 0.298, 0.345, 0.000, 0.428